[1]
# H4SSi2

An isolated molecule of H4SSi2 (ωB97M-V with the def2-TZVPD basis set, OMol25).

Structure (XYZ):
```
7
Properties=species:S:1:pos:R:3:forces:R:3:lowdin_charge:R:1
Si 1.14591 0.81582 -0.04565 1.11 -1.18 -0.66 -0.199
Si -0.60373 -0.78345 0.02448 0.77 -0.43 1.20 0.693
S 2.68082 -0.52604 0.00533 -1.30 -0.23 0.16 0.062
H 1.09835 1.54455 -1.30264 -0.51 0.38 -0.28 -0.097
H 0.72659 1.51728 1.07519 -0.17 1.44 1.52 -0.155
H -1.09100 -1.97662 0.85403 0.45 0.83 -0.05 -0.115
H -0.78859 -1.28853 -1.26124 -0.35 -0.81 -1.88 -0.190
```
Forces are in eV/Å.

The relative energy (zero: lowest compared OMol25 entry of this formula, charge and spin) is 45.7 kcal per mole. The value obtained for the lowest unoccupied orbital energy is -2.0 eV. As for the charge: 0.

***

[2]
# C23H47N9O5

A cluster of 9 separate species, C23H47N9O5 in total (ωB97M-V with the def2-TZVPD basis set, OMol25).

Structure (XYZ):
```
84
Properties=species:S:1:pos:R:3:forces:R:3:lowdin_charge:R:1
C -2.45309 -5.96143 3.09266 0.01 -0.51 0.03 -0.351
O -2.43255 -6.40176 4.22638 -0.04 0.91 -0.36 0.025
N -2.77944 -4.71312 2.65095 0.09 -0.15 0.00 -0.190
C -3.07498 -4.47835 1.22143 0.43 -0.42 1.26 -0.045
C -3.08753 -3.63123 3.56161 -0.12 0.58 0.40 -0.072
H -2.16581 -6.61295 2.25290 -0.07 -0.05 -0.21 0.124
H -2.55842 -3.56300 0.93264 -0.35 0.12 -0.23 0.073
H -4.15729 -4.44473 1.09664 0.03 0.36 -0.29 0.091
H -2.68362 -5.30238 0.62486 0.00 -0.03 0.09 0.075
H -2.64026 -3.70681 4.55274 0.24 -0.61 -0.25 0.083
H -2.70910 -2.68725 3.16946 0.02 -0.05 -0.23 0.041
H -4.15117 -3.48730 3.75152 -0.26 -0.20 -0.25 0.092
C 2.98200 -4.45480 -3.34666 2.48 0.02 -0.73 -0.192
O 3.97922 -4.56283 -2.64636 -1.41 0.07 -0.10 0.193
N 1.91335 -3.66909 -3.00198 -1.71 0.52 -0.26 -0.024
C 0.80785 -3.45067 -3.96449 0.49 -0.53 -0.45 0.037
C 1.71064 -3.08268 -1.69223 0.88 -0.58 -0.30 0.031
H 2.98415 -4.79267 -4.39453 -0.35 -0.26 0.29 0.161
H -0.07750 -3.94358 -3.56289 -0.15 0.37 0.23 0.129
H 0.97651 -3.89130 -4.94709 0.55 -0.34 0.24 0.109
H 0.65807 -2.39444 -4.18822 -0.15 0.16 0.71 0.092
H 0.75440 -3.49802 -1.37410 -0.18 0.47 0.37 0.129
H 2.52154 -3.35269 -1.01574 -0.13 -0.05 -0.04 0.095
H 1.68127 -2.00501 -1.85305 -0.49 0.24 0.32 0.095
C -0.46991 4.16093 1.66706 -0.41 -0.55 -0.35 -0.378
O -0.33535 4.87813 2.62739 0.39 0.25 0.93 0.008
N -0.85063 4.60333 0.45558 0.06 0.91 -0.91 -0.160
C -1.07348 3.71256 -0.71400 0.20 0.92 0.95 -0.027
C -1.04770 6.06205 0.31202 -0.78 -0.03 -0.41 -0.038
H -0.33940 3.06922 1.72504 0.11 -0.09 -0.15 0.111
H -0.47677 4.01712 -1.57382 0.33 0.00 0.15 0.086
H -2.10937 3.78218 -1.04594 -0.12 -0.22 0.28 0.060
H -0.80599 2.70333 -0.40096 -0.16 -0.01 -0.24 0.068
H -0.29623 6.57461 -0.28853 0.21 -0.39 -0.19 0.086
H -2.01952 6.23214 -0.15137 -0.02 -0.09 -0.34 0.083
H -1.11813 6.63231 1.23828 0.30 -0.77 0.30 0.084
C 0.27974 0.41174 -4.32366 -2.13 0.91 -0.06 -0.327
O -0.87795 0.85713 -4.32981 2.10 -0.74 -0.04 -0.003
N 1.01793 0.08447 -5.40677 -0.82 -0.46 0.83 -0.210
C 2.27056 -0.54793 -5.20333 1.71 0.55 -0.47 -0.094
C 0.57773 0.19154 -6.75702 -0.25 0.69 -1.12 -0.041
H 0.87443 0.24180 -3.41281 -0.38 0.07 0.33 0.114
H 2.50109 -0.83193 -4.17653 -0.44 0.01 0.10 0.076
H 3.03945 0.17799 -5.46781 0.45 -0.13 -0.08 0.103
H 2.42257 -1.39387 -5.87369 -0.19 -0.23 0.02 0.090
H 1.20649 0.85776 -7.34770 0.50 0.05 0.16 0.098
H 0.63574 -0.77549 -7.25660 -0.38 -0.11 0.00 0.093
H -0.39611 0.67251 -6.84874 -0.17 -0.54 0.41 0.099
C 2.70850 1.72244 2.27094 1.13 2.23 -0.12 -0.339
O 1.82036 1.48776 1.49696 -1.24 -0.86 -0.56 -0.006
N 3.49125 2.84905 2.18693 0.47 0.35 0.25 -0.149
C 3.39398 3.93298 1.12623 -0.26 -0.78 0.63 -0.012
C 4.64455 2.96699 3.09267 0.40 -0.10 -0.30 -0.071
H 2.96364 1.11124 3.15044 0.05 -0.11 -0.08 0.128
H 4.30967 4.01086 0.54011 0.06 -0.49 -0.02 0.082
H 3.25294 4.93716 1.52601 -0.02 -0.21 0.74 0.085
H 2.53606 3.79523 0.46814 0.14 -0.55 0.12 0.072
H 4.74477 2.22660 3.88631 -1.05 -0.18 0.07 0.080
H 5.56944 2.74060 2.56218 0.16 0.64 -0.41 0.085
H 4.68306 3.94474 3.57290 0.04 0.03 -0.22 0.090
C -2.22585 1.46622 5.12281 0.00 2.17 -0.28 -0.061
C -1.89102 0.10368 4.95527 -0.03 -1.00 0.45 -0.273
N -1.63013 -1.00837 4.88293 0.24 -0.37 -0.24 0.173
H -2.65495 1.73940 6.08684 -0.12 -0.45 -0.03 0.098
H -2.87584 1.81915 4.32216 -0.24 -0.16 0.08 0.092
H -1.33310 2.08291 5.01886 0.20 -0.04 0.04 0.092
C -1.24211 0.06602 1.58076 -0.04 0.47 0.75 -0.081
C -0.57460 -0.16745 0.31839 0.68 -0.40 -2.50 -0.260
N -0.07271 -0.41496 -0.70721 -0.86 0.39 2.08 0.150
H -1.87825 -0.77774 1.84814 0.31 -0.10 0.11 0.070
H -1.88403 0.94507 1.63833 -0.09 0.06 -0.83 0.071
H -0.48355 0.29556 2.32909 0.10 -0.52 0.10 0.053
C 1.51681 -1.83806 3.57730 -0.49 -0.98 -0.09 -0.058
C 2.02658 -2.84877 2.60599 0.28 0.27 -0.24 -0.238
N 2.39225 -3.61136 1.81531 -0.44 0.82 0.70 0.112
H 2.07078 -1.80814 4.51555 0.39 0.03 -0.34 0.088
H 0.52834 -2.18124 3.88269 -0.19 0.03 -0.06 0.052
H 1.37787 -0.84867 3.14152 0.37 -0.13 -0.17 0.046
C -4.02767 2.34660 -3.01949 0.00 0.37 -0.20 -0.063
C -3.87289 1.72829 -1.71879 -0.39 -0.31 1.15 -0.282
N -3.78879 1.29498 -0.65213 0.13 0.20 -0.77 0.143
H -3.89855 1.60103 -3.80406 0.24 0.26 -0.03 0.085
H -3.31137 3.16659 -3.07094 0.30 -0.27 -0.38 0.076
H -4.99284 2.83810 -3.14186 -0.19 -0.33 0.24 0.089
```
Forces are in eV/Å.

The value obtained for the lowest unoccupied orbital energy (spin up / spin down) is -3.4 / -8.1 eV. As for the charge: +1. As for the spin multiplicity: 2.

***

Summary of F_max in Eh/bohr
0.0407, 0.0509
(order as listed above)